Record 1
{"formula": "C40H60BCl2N9O4Si2", "method": "ωB97M-V/def2-TZVPD", "species": ["C", "C", "O", "B", "O", "Si", "Cl", "O", "Si", "C", "Cl", "C", "C", "N", "C", "C", "C", "O", "H", "H", "H", "H", "H", "H", "H", "H", "H", "H", "H", "H", "H", "H", "H", "H", "H", "H", "H", "H", "N", "C", "C", "C", "C", "H", "H", "H", "H", "H", "N", "C", "C", "C", "C", "H", "H", "H", "H", "H", "N", "C", "C", "C", "C", "H", "H", "H", "H", "H", "N", "C", "C", "C", "C", "H", "H", "H", "H", "H", "N", "C", "C", "C", "C", "H", "H", "H", "H", "H", "N", "C", "C", "C", "C", "H", "H", "H", "H", "H", "N", "C", "C", "C", "C", "H", "H", "H", "H", "H", "N", "C", "C", "C", "C", "H", "H", "H", "H", "H"], "coordinates": [[-0.101, -2.084, 0.621], [0.235, -0.604, 1.318], [0.496, 0.375, 0.247], [1.695, 1.209, 0.610], [1.630, 1.892, 1.917], [3.258, 1.322, -0.583], [4.377, 3.022, 0.076], [2.631, 1.726, -2.211], [2.546, 0.139, -3.027], [1.313, 0.160, -4.547], [2.049, 1.135, -5.945], [1.022, -1.426, -4.908], [0.778, -1.690, -6.522], [4.147, -0.241, -0.544], [3.769, -1.109, 0.636], [5.643, -0.077, -0.700], [6.336, -0.748, -2.060], [6.474, 0.515, 0.167], [0.143, -2.086, -0.541], [0.525, -2.960, 1.106], [-1.242, -2.396, 0.769], [-0.769, -0.300, 1.880], [1.137, -0.796, 2.039], [1.773, 2.881, 1.843], [3.920, -0.148, -3.475], [2.013, -0.910, -2.125], [0.320, 0.696, -4.158], [1.999, -2.038, -4.597], [0.147, -1.904, -4.278], [-0.006, -0.916, -6.960], [0.277, -2.760, -6.691], [1.785, -1.720, -7.135], [4.554, -2.009, 0.647], [3.861, -0.594, 1.683], [2.721, -1.621, 0.442], [6.874, 0.040, -2.741], [5.587, -1.443, -2.653], [7.199, -1.469, -1.659], [-1.975, 3.938, 0.342], [-0.656, 3.654, 0.584], [-0.014, 4.836, 0.882], [-0.981, 5.868, 0.822], [-2.183, 5.285, 0.490], [-2.684, 3.260, 0.093], [-0.288, 2.639, 0.523], [1.037, 4.942, 1.118], [-0.818, 6.922, 1.003], [-3.167, 5.713, 0.345], [5.474, -4.662, -2.156], [4.961, -5.318, -3.244], [6.014, -5.829, -3.969], [7.204, -5.474, -3.291], [6.842, -4.756, -2.173], [4.930, -4.184, -1.450], [3.893, -5.364, -3.409], [5.933, -6.398, -4.886], [8.217, -5.716, -3.586], [7.438, -4.304, -1.392], [0.456, 0.726, 5.246], [-0.816, 0.996, 5.678], [-1.171, 0.026, 6.588], [-0.072, -0.857, 6.715], [0.920, -0.399, 5.877], [0.973, 1.272, 4.569], [-1.359, 1.852, 5.300], [-2.119, -0.039, 7.106], [-0.011, -1.732, 7.349], [1.913, -0.777, 5.675], [-4.370, 1.052, -0.832], [-4.837, -0.028, -1.535], [-6.168, 0.189, -1.814], [-6.514, 1.447, -1.264], [-5.384, 1.958, -0.666], [-3.424, 1.162, -0.489], [-4.184, -0.857, -1.776], [-6.819, -0.485, -2.356], [-7.483, 1.927, -1.301], [-5.216, 2.887, -0.137], [-4.509, 1.404, 2.871], [-5.194, 0.237, 2.654], [-5.450, -0.340, 3.878], [-4.905, 0.512, 4.868], [-4.333, 1.583, 4.219], [-4.185, 2.035, 2.150], [-5.439, -0.083, 1.651], [-5.973, -1.274, 4.041], [-4.928, 0.361, 5.940], [-3.815, 2.453, 4.599], [-3.072, 9.064, -0.100], [-2.142, 10.071, -0.071], [-2.434, 10.889, 0.997], [-3.577, 10.354, 1.638], [-3.948, 9.226, 0.942], [-3.106, 8.318, -0.783], [-1.355, 10.119, -0.812], [-1.883, 11.775, 1.284], [-4.075, 10.749, 2.514], [-4.759, 8.527, 1.097], [8.451, -8.189, -1.650], [9.427, -7.396, -1.104], [10.380, -8.218, -0.546], [9.968, -9.554, -0.769], [8.776, -9.507, -1.455], [7.622, -7.855, -2.124], [9.358, -6.318, -1.158], [11.276, -7.891, -0.035], [10.486, -10.453, -0.462], [8.131, -10.296, -1.819], [-8.870, -0.548, 0.888], [-9.337, -1.627, 0.184], [-10.668, -1.410, -0.094], [-11.014, -0.153, 0.455], [-9.884, 0.359, 1.054], [-7.924, -0.437, 1.231], [-8.684, -2.456, -0.056], [-11.319, -2.084, -0.636], [-11.983, 0.328, 0.419], [-9.716, 1.288, 1.583]], "lowdin_charge": [-0.10, -0.23, -0.12, -0.52, 0.00, 0.23, 0.35, -0.40, 0.56, -0.76, 0.48, -0.32, -0.18, -0.24, -0.11, -0.34, -0.04, -0.04, 0.08, 0.08, 0.09, 0.14, 0.12, 0.09, -0.01, 0.00, 0.10, 0.09, 0.12, 0.08, 0.08, 0.08, 0.12, 0.12, 0.10, 0.10, 0.06, 0.09, 0.01, -0.12, -0.10, -0.10, -0.14, 0.12, 0.08, 0.09, 0.09, 0.10, 0.00, -0.14, -0.11, -0.13, -0.15, 0.14, 0.11, 0.10, 0.10, 0.11, 0.01, -0.14, -0.11, -0.12, -0.15, 0.13, 0.10, 0.09, 0.09, 0.10, -0.01, -0.14, -0.11, -0.11, -0.16, 0.13, 0.11, 0.10, 0.10, 0.10, 0.01, -0.15, -0.11, -0.11, -0.14, 0.12, 0.09, 0.09, 0.09, 0.10, 0.00, -0.15, -0.12, -0.12, -0.15, 0.14, 0.11, 0.09, 0.09, 0.10, 0.01, -0.15, -0.12, -0.12, -0.14, 0.13, 0.09, 0.09, 0.09, 0.10, 0.01, -0.15, -0.12, -0.12, -0.14, 0.13, 0.10, 0.09, 0.09, 0.11], "e_tot_ha": -3878.1266, "homo_energy_ev": -8.2, "e_lumo_ev": -0.624, "max_force_ev_per_a": 8.333, "gap_ha": 0.2793}

---

Record 2
{"formula": "C14H26N2O4", "method": "ωB97M-V/def2-TZVPD", "species": ["C", "C", "C", "N", "C", "C", "H", "H", "H", "H", "H", "C", "C", "C", "N", "C", "C", "H", "H", "H", "H", "H", "C", "O", "H", "H", "H", "H", "C", "O", "H", "H", "H", "H", "C", "O", "H", "H", "H", "H", "C", "O", "H", "H", "H", "H"], "coordinates": [[3.519, 2.938, -0.074], [2.369, 2.939, 0.657], [1.327, 2.068, 0.325], [1.413, 1.203, -0.740], [2.597, 1.208, -1.436], [3.686, 2.030, -1.102], [4.374, 3.556, 0.157], [2.236, 3.588, 1.510], [0.426, 2.085, 0.920], [2.789, 0.454, -2.186], [4.580, 2.073, -1.706], [-2.965, 1.200, 1.557], [-3.189, -0.183, 1.690], [-2.648, -0.851, 2.786], [-1.760, -0.224, 3.627], [-1.428, 1.084, 3.426], [-2.114, 1.838, 2.476], [-3.331, 1.679, 0.660], [-3.895, -0.762, 1.113], [-3.011, -1.843, 3.014], [-0.820, 1.547, 4.190], [-1.888, 2.892, 2.401], [1.669, -1.130, 3.115], [0.711, -1.349, 4.088], [2.597, -0.766, 3.556], [1.894, -2.108, 2.690], [1.332, -0.479, 2.309], [0.003, -0.700, 4.067], [-0.146, 0.626, -3.868], [0.020, 1.339, -5.078], [0.827, 0.354, -3.460], [-0.717, 1.144, -3.097], [-0.824, -0.222, -3.962], [0.546, 2.120, -4.893], [-0.678, -1.790, -0.112], [-0.346, -0.928, -1.206], [-0.866, -1.336, 0.861], [-1.539, -2.435, -0.287], [0.135, -2.511, -0.030], [0.254, -0.238, -0.914], [-1.425, -3.586, -2.941], [-0.185, -2.964, -2.863], [-1.784, -4.143, -2.076], [-2.181, -2.844, -3.197], [-1.358, -4.358, -3.708], [-0.203, -2.217, -2.261]], "lowdin_charge": [-0.09, -0.07, -0.10, 0.05, -0.10, -0.06, 0.11, 0.10, 0.09, 0.11, 0.11, -0.05, -0.08, -0.11, 0.04, -0.13, -0.08, 0.11, 0.11, 0.11, 0.11, 0.10, -0.19, -0.13, 0.07, 0.08, 0.06, 0.00, -0.18, -0.11, 0.06, 0.07, 0.08, 0.07, -0.12, -0.15, 0.06, 0.08, 0.09, 0.02, -0.20, -0.12, 0.06, 0.08, 0.08, -0.01], "e_tot_ha": -959.4127, "homo_energy_ev": -9.5, "e_lumo_ev": 0.216, "e_above_lowest_kj_mol": 239.9, "max_force_ev_per_a": 2.974, "smiles": "c1ccncc1.c1ccncc1.CO.CO.CO.CO", "gap_ha": 0.3559}

---

Record 3
{"formula": "C13H17BaBrN2", "method": "ωB97M-V/def2-TZVPD", "species": ["C", "C", "H", "H", "H", "H", "H", "H", "C", "C", "C", "C", "H", "H", "H", "H", "N", "C", "C", "N", "C", "C", "C", "H", "H", "C", "H", "H", "Ba", "C", "H", "H", "H", "Br"], "coordinates": [[3.532, 1.559, -2.471], [2.836, 0.890, -3.667], [3.256, 2.619, -2.350], [4.621, 1.561, -2.598], [3.427, 0.996, -1.517], [1.739, 0.776, -3.560], [3.014, 1.466, -4.587], [3.277, -0.101, -3.849], [-0.298, 2.087, 2.319], [-1.011, 2.517, 3.449], [-2.389, 2.289, 3.507], [-2.976, 1.570, 2.462], [0.783, 2.183, 2.183], [-0.468, 2.993, 4.265], [-2.978, 2.632, 4.355], [-4.023, 1.256, 2.528], [-0.858, 1.494, 1.257], [-2.175, 1.179, 1.355], [-2.696, 0.273, 0.293], [-1.825, -0.165, -0.656], [-2.239, -1.160, -1.464], [-4.471, -1.139, -0.599], [-3.553, -1.630, -1.532], [-1.438, -1.566, -2.074], [-3.820, -2.356, -2.294], [-4.019, -0.224, 0.349], [-4.652, 0.125, 1.163], [-5.510, -1.451, -0.601], [0.837, 1.136, -1.164], [0.992, -1.501, -2.466], [0.681, -1.573, -3.520], [0.441, -2.239, -1.856], [2.080, -1.660, -2.390], [2.967, 0.986, 0.903]], "lowdin_charge": [-0.30, -0.23, 0.06, 0.08, -0.12, -0.03, 0.07, 0.08, -0.14, -0.04, -0.05, -0.01, 0.03, 0.11, 0.11, 0.10, -0.01, -0.21, -0.21, 0.02, -0.12, -0.05, -0.04, 0.06, 0.11, -0.02, 0.09, 0.11, 1.48, -0.36, -0.08, -0.09, -0.08, -0.31], "e_tot_ha": -3214.5959, "homo_energy_ev": -6.2, "e_lumo_ev": -0.583, "e_above_lowest_kj_mol": 0.0, "max_force_ev_per_a": 1.385, "gap_ha": 0.2054}